Density functional theory data (wB97M-V/def2-TZVPD) for 13 unconnected molecules or ions with the total composition C46H128N10O13 in a non-equilibrium geometry.

Values from the calculation:
HOMO	-8.44	eV
frontier orbital gap	8.934	eV
calculated total energy	-3354.82173	hartree
F_max	3.15	eV/A
energy relative to the best compared isomer or geometry (same formula, charge and spin)	2.2946	eV
LUMO	0.5	eV

Element x y z (Å)
C  10.3981  16.4028  13.2471
C  11.3714  16.5411  14.4006
C  10.7498  17.4348  15.5154
O  10.2721  18.6551  15.0155
C  9.4402  19.3550  15.9351
N  11.6501  15.3021  15.0551
H  10.2804  17.3454  12.7102
H  9.4002  16.0875  13.5715
H  10.7886  15.6783  12.5538
H  12.3550  17.0196  14.1582
H  11.4198  17.5419  16.3688
H  9.9106  16.8366  15.9273
H  9.1286  20.2679  15.3871
H  9.8991  19.6210  16.8922
H  8.5371  18.8175  16.1889
H  12.0615  14.5353  14.5383
H  12.0679  15.4556  15.9744
C  21.8263  10.6114  15.9063
C  21.2315  11.9704  15.9238
C  22.1268  12.9065  15.1486
O  21.4864  14.1779  15.2284
C  22.0956  15.3317  14.6186
N  19.9319  11.8738  15.3254
H  21.7427  10.1884  14.9034
H  21.1007  10.0022  16.4565
H  22.7912  10.4321  16.3312
H  21.2523  12.4230  16.9237
H  22.2952  12.6294  14.1001
H  23.1204  12.9445  15.6340
H  22.0458  15.3482  13.5360
H  23.1477  15.4394  14.9796
H  21.5440  16.2097  15.0033
H  19.6128  12.7694  15.0056
H  19.2889  11.5630  16.0349
C  23.4479  16.4327  19.6093
C  22.0861  15.7096  19.6318
C  21.1338  16.5298  18.8217
O  19.9699  15.7659  18.8193
C  18.8316  16.4699  18.2649
N  22.2495  14.2939  19.2458
H  23.3103  17.4750  19.8574
H  23.8826  16.3510  18.6274
H  24.1370  16.0389  20.3332
H  21.7010  15.6940  20.6769
H  21.5075  16.7964  17.8340
H  20.9214  17.4783  19.3562
H  18.8316  16.5546  17.1477
H  18.8694  17.4489  18.6802
H  17.9097  15.9873  18.6335
H  22.6792  14.2349  18.3292
H  21.3491  13.8786  19.1593
C  10.6343  12.5076  17.5917
C  9.2480  13.1154  17.7007
C  9.0672  13.9796  18.9969
O  9.1897  13.2438  20.1844
C  8.3598  13.6596  21.2705
N  9.0317  13.8964  16.4971
H  10.7998  11.7942  18.3865
H  11.4343  13.2729  17.6992
H  10.8391  11.9850  16.6016
H  8.5773  12.3134  17.7142
H  8.0322  14.4219  18.9622
H  9.7502  14.8104  18.9625
H  8.9512  13.5390  22.1884
H  7.4527  13.0129  21.2457
H  8.0375  14.7428  21.1555
H  8.2683  14.6025  16.5961
H  9.8582  14.3466  16.1181
C  17.6359  13.8195  11.1947
C  18.9246  13.7901  12.0236
C  20.1609  14.1539  11.3120
O  20.0666  15.5091  10.9346
C  21.2662  16.1053  10.5094
N  18.6040  14.7004  13.1639
H  16.7020  13.6099  11.7907
H  17.6420  13.1514  10.3325
H  17.4974  14.8719  10.8226
H  19.0209  12.8074  12.4511
H  20.3357  13.4713  10.4289
H  20.9936  13.9350  11.9368
H  21.6909  15.4262  9.7466
H  22.0301  16.0946  11.2919
H  21.1627  17.1449  10.1697
H  18.8476  15.6799  12.8458
H  19.4134  14.5923  13.7959
C  17.0637  15.6478  24.9684
C  15.8799  16.5560  24.6887
C  16.1538  17.7008  23.6975
O  15.0064  18.5144  23.8361
C  14.4688  19.0905  22.6073
N  14.7705  15.7554  24.1880
H  17.8758  16.2449  25.4057
H  17.5188  15.2059  24.0263
H  16.8740  14.7766  25.5476
H  15.6027  16.9972  25.6754
H  16.2608  17.2073  22.6872
H  17.0398  18.3535  23.8993
H  14.3776  18.2967  21.9149
H  15.1201  19.8599  22.2145
H  13.4613  19.4920  22.8442
H  13.8776  16.2793  24.1528
H  14.6523  14.8790  24.6793
C  12.3531  12.7706  21.1845
C  13.5236  13.1699  22.0498
C  14.4902  12.0484  22.2744
O  15.5571  12.4383  23.1148
C  16.3032  11.2408  23.4795
N  14.1186  14.3204  21.4406
H  11.7125  13.6187  20.9297
H  11.6348  12.0219  21.6343
H  12.8236  12.3174  20.2771
H  13.1704  13.4944  23.0201
H  14.9354  11.8341  21.3012
H  13.9969  11.1207  22.6777
H  16.6526  10.7133  22.6196
H  15.6536  10.5778  23.9608
H  17.1262  11.5733  24.0976
H  14.5449  14.1663  20.5516
H  14.7352  14.7948  22.0999
C  18.5065  9.8974  19.2203
C  17.6447  8.6816  18.8776
C  16.1998  8.9432  19.3435
O  16.2567  8.9145  20.7689
C  14.9666  8.8705  21.3951
N  17.5649  8.4784  17.4308
H  19.4711  9.9320  18.7201
H  18.6456  9.9972  20.3229
H  17.9470  10.7937  18.9908
H  18.0642  7.8377  19.4414
H  15.5554  8.1590  18.9550
H  15.7697  9.8571  19.0272
H  14.4481  7.9177  21.3521
H  14.2430  9.6331  21.1072
H  15.2126  8.9095  22.4482
H  18.5133  8.3022  17.1288
H  17.0574  7.6192  17.2189
C  15.7216  18.9468  19.3802
C  14.8945  18.9897  18.1079
C  15.6199  18.5679  16.8531
O  16.8034  19.3270  16.6652
C  17.3488  19.2912  15.3630
N  13.6189  18.3001  18.2802
H  16.6963  19.3727  19.2465
H  15.8640  17.8623  19.6179
H  15.1834  19.4061  20.1594
H  14.6462  19.9981  18.0017
H  14.9426  18.6577  15.9442
H  15.9069  17.5223  16.8859
H  17.3087  18.2817  15.0089
H  18.3371  19.6680  15.4140
H  16.7438  19.9838  14.7243
H  13.7957  17.4338  18.8168
H  13.2306  18.1335  17.3410
C  14.3086  13.4396  17.5452
C  15.7544  13.8351  17.2014
C  16.6953  13.3203  18.2778
O  16.5350  14.0947  19.4577
C  17.3324  13.6003  20.5197
N  16.0148  13.2631  15.8312
H  14.1844  12.3198  17.4679
H  13.5972  13.9072  16.9444
H  14.1795  13.7247  18.6266
H  15.8648  14.8944  17.1593
H  17.7480  13.4125  17.9318
H  16.4890  12.2013  18.3867
H  17.2245  14.1442  21.4705
H  18.3904  13.6899  20.1748
H  17.0616  12.5925  20.7763
H  17.0126  13.4449  15.6050
H  15.8801  12.2466  15.9297
C  14.9320  9.7355  10.6235
C  14.4302  10.8597  11.5237
O  15.3577  11.3300  12.4635
H  14.1487  9.6282  9.8480
H  15.0317  8.8034  11.1143
H  15.8258  10.0686  10.0437
H  13.4613  10.6455  12.0539
H  14.1820  11.6822  10.8308
H  15.0580  12.1626  12.7827
C  16.1981  8.3210  14.2717
C  15.2276  9.1118  15.1500
O  15.8862  10.1816  15.8398
H  17.1278  7.9315  14.7254
H  16.4891  8.8696  13.3763
H  15.7361  7.3884  13.9514
H  14.7064  8.5279  15.9315
H  14.4879  9.6319  14.4839
H  16.5911  9.7287  16.3814
C  13.9299  15.5546  12.0126
C  14.5975  15.1777  13.3722
O  14.0995  13.9658  13.7954
H  12.9011  15.7630  12.1545
H  14.1651  14.8201  11.2786
H  14.3282  16.5422  11.7114
H  14.3783  15.9856  14.0927
H  15.6762  15.1677  13.3461
H  14.6279  13.6385  14.6019

These are the Löwdin partial charges, in e, on atoms 1 to 99:
1 C -0.045
2 C -0.442
3 C -0.221
4 O -0.177
5 C -0.102
6 N 0.042
7 H 0.083
8 H 0.090
9 H 0.058
10 H 0.128
11 H 0.100
12 H 0.118
13 H 0.097
14 H 0.086
15 H 0.076
16 H 0.074
17 H 0.075
18 C -0.070
19 C -0.482
20 C -0.199
21 O -0.231
22 C -0.080
23 N 0.084
24 H 0.089
25 H 0.065
26 H 0.076
27 H 0.134
28 H 0.131
29 H 0.132
30 H 0.052
31 H 0.097
32 H 0.089
33 H 0.042
34 H 0.068
35 C -0.060
36 C -0.428
37 C -0.253
38 O -0.205
39 C -0.059
40 N 0.059
41 H 0.072
42 H 0.068
43 H 0.069
44 H 0.149
45 H 0.125
46 H 0.133
47 H 0.102
48 H 0.064
49 H 0.076
50 H 0.060
51 H 0.039
52 C -0.071
53 C -0.433
54 C -0.208
55 O -0.224
56 C -0.096
57 N 0.031
58 H 0.063
59 H 0.063
60 H 0.104
61 H 0.109
62 H 0.123
63 H 0.113
64 H 0.082
65 H 0.092
66 H 0.099
67 H 0.083
68 H 0.017
69 C -0.059
70 C -0.424
71 C -0.228
72 O -0.192
73 C -0.101
74 N 0.047
75 H 0.067
76 H 0.073
77 H 0.092
78 H 0.129
79 H 0.150
80 H 0.097
81 H 0.093
82 H 0.068
83 H 0.096
84 H 0.093
85 H 0.038
86 C -0.070
87 C -0.447
88 C -0.204
89 O -0.214
90 C -0.067
91 N 0.040
92 H 0.079
93 H 0.089
94 H 0.056
95 H 0.140
96 H 0.132
97 H 0.134
98 H 0.053
99 H 0.073

Density functional theory data (wB97M-V/def2-TZVPD) for 13 unconnected molecules or ions with the total composition C46H129N15O13 in a non-equilibrium geometry.

Values from the calculation:
HOMO	-8.46	eV
frontier orbital gap	9.014	eV
calculated total energy	-3629.25518	hartree
F_max	4.29	eV/A
energy relative to the best compared isomer or geometry (same formula, charge and spin)	0.0000	eV
LUMO	0.6	eV

Element x y z (Å)
C  -0.9551  5.3209  -4.2307
C  -0.0990  4.0329  -4.0899
C  1.3484  4.1761  -4.5021
O  1.9546  2.9061  -4.3076
C  3.3400  2.7966  -4.4067
N  -0.2011  3.5397  -2.7251
H  -0.9275  5.7660  -5.2428
H  -0.5572  5.9800  -3.4691
H  -2.0098  5.0857  -3.9903
H  -0.5956  3.2907  -4.7383
H  1.8986  4.9598  -3.9222
H  1.3603  4.4611  -5.5790
H  3.5453  1.8058  -4.9012
H  3.8275  2.9704  -3.4321
H  3.7626  3.5766  -4.9711
H  -0.0549  4.2422  -1.9931
H  0.6828  3.0598  -2.5520
C  1.1530  -6.1225  1.7573
C  0.0974  -6.1261  2.8818
C  -1.2682  -5.8301  2.2280
O  -1.1765  -4.5588  1.6118
C  -2.4311  -4.1271  1.0549
N  -0.0076  -7.4291  3.4986
H  1.0218  -6.9829  1.1358
H  2.1424  -6.1736  2.2209
H  1.0897  -5.1978  1.1082
H  0.1469  -5.2234  3.6561
H  -2.1293  -5.8435  2.8664
H  -1.4362  -6.6494  1.5031
H  -3.1260  -3.8476  1.8357
H  -2.7384  -4.9137  0.3855
H  -2.1968  -3.3186  0.4092
H  0.0500  -7.3315  4.4922
H  0.7628  -8.0134  3.1992
C  -0.1514  -3.6297  -3.1352
C  0.4167  -4.6210  -2.1282
C  -0.0003  -6.0723  -2.5001
O  0.7041  -6.5722  -3.6073
C  -0.0467  -6.7901  -4.8081
N  1.8721  -4.5080  -2.0755
H  -0.1041  -2.5844  -2.8083
H  -1.2144  -3.8620  -3.2901
H  0.3400  -3.7135  -4.0820
H  -0.1280  -4.4655  -1.2021
H  -1.0768  -6.1269  -2.6525
H  0.2598  -6.6483  -1.6017
H  -0.8051  -7.5516  -4.6913
H  0.5987  -7.1738  -5.5739
H  -0.5726  -5.9436  -5.2618
H  2.3515  -5.2722  -2.4857
H  1.9979  -3.6318  -2.5666
C  -0.2544  5.2535  4.6551
C  0.9585  4.4122  4.4017
C  0.6188  3.2360  3.5512
O  -0.0792  2.1829  4.1919
C  0.8360  1.3215  4.9030
N  2.0288  5.2469  3.6705
H  -0.9137  5.4347  3.7642
H  0.0497  6.1975  5.0900
H  -0.8683  4.7207  5.3482
H  1.4176  4.1133  5.3270
H  1.4098  2.7398  3.0343
H  -0.0889  3.6764  2.8189
H  1.4172  1.9884  5.6025
H  1.6301  0.8848  4.2254
H  0.3512  0.4318  5.3379
H  2.8993  4.8043  3.7811
H  2.1280  6.1397  4.1603
C  2.6711  3.4336  -0.6116
C  2.8462  4.7437  0.1121
C  4.1529  5.3404  -0.2896
O  3.9690  5.7777  -1.6491
C  5.2030  5.9852  -2.2878
N  1.6770  5.5927  -0.0174
H  1.9140  2.7797  -0.1483
H  3.6539  2.9000  -0.6454
H  2.3124  3.5216  -1.6508
H  2.9496  4.5238  1.1812
H  5.0922  4.7515  -0.2601
H  4.4645  6.2620  0.2834
H  5.0340  6.3894  -3.2268
H  5.8542  5.1064  -2.4585
H  5.8251  6.6792  -1.6431
H  1.7533  6.2081  -0.8427
H  1.6090  6.0651  0.8429
C  -1.5726  3.8635  0.4067
C  -2.6309  3.6112  1.4924
C  -3.3183  4.9669  1.8064
O  -4.0026  5.3859  0.6262
C  -4.6008  6.6479  0.8434
N  -3.6617  2.6729  1.1347
H  -0.6783  4.3843  0.7485
H  -2.0041  4.4495  -0.4457
H  -1.2946  2.8889  0.0207
H  -2.1097  3.1828  2.3967
H  -2.4890  5.6396  2.0448
H  -4.0393  4.8459  2.6630
H  -4.9675  6.9094  -0.0999
H  -3.8707  7.4126  1.2025
H  -5.4842  6.5159  1.4882
H  -3.2214  1.7337  1.0875
H  -4.1035  2.9036  0.2781
C  -0.5439  -2.4793  5.9231
C  -2.0487  -2.3262  6.1229
C  -2.6186  -1.4271  5.0607
O  -2.2736  -0.0633  5.2452
C  -3.2619  0.7926  4.7083
N  -2.5670  -3.6183  6.0078
H  0.1132  -1.5986  6.2461
H  -0.2380  -2.6934  4.8647
H  -0.2167  -3.3858  6.4732
H  -2.2426  -1.8445  7.1536
H  -3.6870  -1.6170  5.0218
H  -2.1484  -1.6676  4.1341
H  -4.2689  0.5500  5.1127
H  -3.3203  0.9161  3.6056
H  -2.9785  1.7532  5.0586
H  -3.5298  -3.5553  6.2193
H  -2.1573  -4.2618  6.6930
C  -5.8717  -1.4679  -0.7223
C  -5.2792  -0.4555  0.1177
C  -6.1914  0.7949  0.3428
O  -5.9918  1.5413  -0.8273
C  -6.5517  2.7879  -0.9193
N  -4.9079  -0.9824  1.4356
H  -6.6314  -2.0119  -0.1374
H  -5.2056  -2.2345  -1.0503
H  -6.3756  -1.1143  -1.6256
H  -4.4170  0.0393  -0.3023
H  -5.7943  1.4073  1.1270
H  -7.2498  0.7090  0.6623
H  -6.4364  3.3863  0.0138
H  -7.5902  2.7254  -1.0482
H  -6.0310  3.2861  -1.7570
H  -5.6908  -1.1921  2.0478
H  -4.2996  -0.3169  1.8381
C  7.0365  -2.7697  -3.3579
C  5.7616  -2.3039  -2.7137
C  5.9179  -1.1926  -1.6727
O  6.4026  -0.0730  -2.3820
C  6.6574  1.0312  -1.5552
N  4.8251  -1.8183  -3.7315
H  7.6710  -3.3070  -2.6338
H  7.5347  -1.9394  -3.8200
H  6.7444  -3.3784  -4.2217
H  5.2945  -3.1126  -2.1903
H  6.7166  -1.6027  -1.0079
H  5.0253  -0.9660  -1.1545
H  5.7524  1.4637  -1.1121
H  7.0327  1.7956  -2.2075
H  7.2595  0.8411  -0.5855
H  4.7788  -2.3825  -4.6019
H  5.2289  -0.9587  -4.0393
C  -0.2078  -1.1594  1.8463
C  -0.4421  -0.2076  0.6388
C  0.3044  -0.5555  -0.7236
O  1.6156  -0.1191  -0.5817
C  2.3424  0.0137  -1.7972
N  -1.8982  -0.1637  0.4875
H  -0.5884  -2.1440  1.6365
H  -0.6846  -0.7374  2.7532
H  0.8190  -1.2353  2.0424
H  -0.1962  0.8443  0.9076
H  -0.2995  -0.1414  -1.5060
H  0.3228  -1.6998  -0.6831
H  1.8290  0.5613  -2.6332
H  2.6971  -0.9670  -2.0987
H  3.2482  0.5940  -1.5046
H  -2.3273  -1.0341  0.8245
H  -2.2072  0.0379  -0.4352
C  -1.8886  0.2276  -4.4077
C  -2.9805  1.0547  -3.7691
C  -4.2545  0.1731  -3.7483
O  -4.6079  0.1225  -5.2333
C  -5.6311  -0.7555  -5.5025
N  -2.6166  1.5043  -2.4044
H  -2.0519  0.1519  -5.4339
H  -1.8552  -0.7420  -3.8752
H  -0.9181  0.7152  -4.4087
H  -3.2719  1.9029  -4.3884
H  -5.0016  0.6951  -3.1096
H  -4.1010  -0.8652  -3.4555
H  -5.6255  -1.7061  -4.9931
H  -5.6500  -0.9059  -6.6117
H  -6.6135  -0.3573  -5.2017
H  -1.9025  2.2207  -2.5179
H  -3.3844  1.9916  -1.9786
C  3.4061  -4.6289  4.1639
O  2.7817  -5.4351  4.7983
N  4.7510  -4.6667  4.0703
N  2.8965  -3.5677  3.4423
H  5.3040  -4.1919  3.4186
H  5.1929  -5.3532  4.6460
H  3.5477  -3.1354  2.8193
H  1.9704  -3.6851  3.0022
C  4.1262  -3.6232  0.5120
O  4.8699  -3.2377  1.4094
N  3.0462  -2.9598  0.1358
N  4.2934  -4.8305  -0.2385
H  2.9517  -1.9542  0.3798
H  2.5726  -3.2215  -0.7600
H  3.4540  -4.9904  -0.7853
H  4.5382  -5.5096  0.4260

These are the Löwdin partial charges, in e, on atoms 1 to 99:
1 C -0.045
2 C -0.433
3 C -0.194
4 O -0.221
5 C -0.110
6 N 0.053
7 H 0.082
8 H 0.067
9 H 0.081
10 H 0.131
11 H 0.139
12 H 0.136
13 H 0.113
14 H 0.079
15 H 0.062
16 H 0.064
17 H 0.043
18 C -0.063
19 C -0.432
20 C -0.232
21 O -0.240
22 C -0.082
23 N 0.050
24 H 0.063
25 H 0.063
26 H 0.080
27 H 0.164
28 H 0.111
29 H 0.122
30 H 0.089
31 H 0.082
32 H 0.051
33 H 0.068
34 H 0.069
35 C -0.057
36 C -0.397
37 C -0.196
38 O -0.175
39 C -0.091
40 N 0.051
41 H 0.058
42 H 0.088
43 H 0.076
44 H 0.117
45 H 0.124
46 H 0.121
47 H 0.081
48 H 0.078
49 H 0.086
50 H 0.079
51 H 0.076
52 C -0.048
53 C -0.401
54 C -0.228
55 O -0.194
56 C -0.077
57 N 0.053
58 H 0.086
59 H 0.075
60 H 0.077
61 H 0.119
62 H 0.112
63 H 0.102
64 H 0.091
65 H 0.096
66 H 0.064
67 H 0.041
68 H 0.068
69 C -0.056
70 C -0.452
71 C -0.202
72 O -0.210
73 C -0.125
74 N 0.081
75 H 0.081
76 H 0.079
77 H 0.051
78 H 0.119
79 H 0.122
80 H 0.136
81 H 0.058
82 H 0.088
83 H 0.106
84 H 0.091
85 H 0.042
86 C -0.069
87 C -0.419
88 C -0.207
89 O -0.207
90 C -0.108
91 N 0.069
92 H 0.047
93 H 0.088
94 H 0.052
95 H 0.134
96 H 0.104
97 H 0.138
98 H 0.062
99 H 0.103

Question: Which formula does entry 1 have?
Answer: C46H128N10O13